Entry 1:
Entry from the Open Molecules 2025 dataset: an isolated molecule of C3H3N3 at a distorted geometry (ωB97M-V/def2-TZVPD).

The value obtained for the LUMO energy is 1.231 eV. The calculation puts the energy relative to the best compared isomer or geometry (same formula, charge and spin) at 4.1752 eV. For the largest force on an atom, the calculation gives 1.23 eV/Å. Its HOMO energy is -0.3364 Ha.

Each line ends with the natural charge from an NBO analysis.
Geometry (Å):
C (0.127, 0.305, -0.794)  -0.1114
C (-1.134, -0.117, -0.138)  -0.1931
N (0.999, 0.508, 2.308)  -0.0781
N (1.245, 0.876, -0.013)  -0.3507
N (1.110, 0.679, 1.193)  0.2403
H (-2.016, 0.208, 0.396)  0.2361
C (-0.360, -1.074, -0.548)  -0.1749
H (0.159, 0.743, -1.791)  0.1976
H (-0.131, -2.128, -0.612)  0.2341

---

Entry 2:
Entry from the Open Molecules 2025 dataset: a structure of composition C21H23IN5O2S4SbW at a distorted geometry (ωB97M-V/def2-TZVPD).

The value obtained for the LUMO energy is 3.424 eV. The calculation puts the energy relative to the best compared isomer or geometry (same formula, charge and spin) at 6.3960 eV. For the largest force on an atom, the calculation gives 3.65 eV/Å. The total charge is -2. Its HOMO energy is -0.0389 Ha.

Each line ends with the natural charge from an NBO analysis.
Geometry (Å):
N (0.078, 3.173, 0.110)  0.0610
O (-0.910, 2.503, 0.715)  -0.5673
C (-3.646, -1.687, -0.112)  -0.2360
C (-2.496, -0.310, 3.828)  -0.1663
H (3.353, -3.912, -0.487)  0.1888
H (-3.854, -1.206, 2.464)  0.1993
C (0.917, -0.555, -1.398)  -0.5606
C (-3.983, -2.007, -1.391)  -0.1687
H (-1.431, -0.383, -2.907)  0.2317
C (2.595, -3.150, -0.302)  -0.6109
H (3.989, -1.067, -1.333)  0.2077
C (-1.222, 0.267, 3.949)  -0.2041
H (0.423, 2.341, -3.818)  0.2328
C (3.769, -2.503, 1.809)  -0.5889
S (1.154, 3.787, 1.482)  0.1666
H (-3.424, -1.718, -3.473)  0.2148
C (-2.078, -0.755, -2.116)  0.0936
H (1.770, -0.630, -2.097)  0.2070
H (1.778, -3.594, 0.267)  0.1955
N (1.396, -0.372, -0.027)  -0.6197
S (1.957, 0.972, 5.406)  -0.9990
O (-0.260, 4.045, -0.747)  -0.6223
H (-3.124, -0.451, 4.697)  0.2062
I (2.507, 2.293, -1.695)  -0.2662
C (2.255, -0.858, 0.757)  0.1562
C (3.219, -1.985, 0.477)  -0.1832
H (-3.745, 3.157, -4.224)  0.1938
H (4.565, -3.230, 1.646)  0.1732
H (-4.825, -2.656, -1.599)  0.2061
S (1.999, 1.923, 1.531)  -0.2077
C (-0.464, 0.401, 2.812)  0.0847
H (2.981, -2.983, 2.387)  0.1980
C (-2.512, -0.875, 0.154)  0.1909
N (-0.844, 0.096, 1.565)  -0.4176
C (4.343, -1.344, -0.344)  -0.5997
H (-0.819, 0.576, 4.900)  0.2726
C (-3.182, -1.509, -2.442)  -0.2666
H (-4.219, -2.091, 0.706)  0.2086
C (-2.897, 2.824, -3.640)  -0.2993
C (-0.573, 2.353, -3.396)  -0.2658
C (-2.898, -0.719, 2.591)  -0.2310
H (4.158, -1.679, 2.398)  0.2501
C (-2.093, -0.495, 1.449)  0.1518
N (-2.040, 1.992, -1.579)  -0.4890
H (-4.019, 2.413, -1.849)  0.1702
W (0.200, 1.229, -0.268)  1.3702
H (-1.441, 3.129, -5.194)  0.1956
H (4.695, -0.443, 0.149)  0.2437
S (5.004, 1.975, 3.938)  -0.9414
C (-1.620, 2.799, -4.178)  -0.1936
H (5.174, -2.038, -0.455)  0.1880
C (-3.045, 2.414, -2.326)  0.0410
N (-1.717, -0.428, -0.877)  -0.3823
Sb (2.762, 2.606, 3.942)  0.8900
H (0.551, 0.751, 2.931)  0.2779
C (-0.785, 1.939, -2.067)  0.0398
H (2.208, -2.814, -1.260)  0.2061
H (0.366, -1.514, -1.459)  0.1734

---

Entry 3:
Entry from the Open Molecules 2025 dataset: an isolated molecule of C4H8N2 at a distorted geometry (ωB97M-V/def2-TZVPD).

The value obtained for the LUMO energy is 0.832 eV. The structure (SMILES) is C=CN/C=N\C. The calculation puts the energy relative to the best compared isomer or geometry (same formula, charge and spin) at 3.9148 eV. For the largest force on an atom, the calculation gives 5.88 eV/Å. Its HOMO energy is -0.2970 Ha.

Each line ends with the natural charge from an NBO analysis.
Geometry (Å):
H (-2.131, 1.178, 0.504)  0.2241
C (1.417, 0.488, -1.010)  0.0286
N (-1.276, -1.010, 0.989)  -0.4500
H (1.914, 1.532, 1.121)  0.2243
H (-2.419, -0.198, -0.966)  0.1787
N (0.267, -0.067, -0.639)  -0.6453
H (-0.481, -0.238, -1.322)  0.4024
C (2.210, 1.259, 0.036)  -0.5499
H (-3.352, -0.424, 0.586)  0.2216
H (3.260, 1.266, -0.250)  0.1977
H (0.858, -1.343, 1.076)  0.2048
C (-2.299, -0.045, 0.229)  -0.5083
H (1.649, 0.376, -2.158)  0.2117
C (-0.034, -0.803, 0.571)  0.2596

---

Entry 4:
Entry from the Open Molecules 2025 dataset: an isolated molecule of C17H19NO5 at a distorted geometry (ωB97M-V/def2-TZVPD).

The value obtained for the LUMO energy is 0.709 eV. The structure (SMILES) is COc1ccccc1OCc1ccc(C(=O)N2CCOCC2)o1. The calculation puts the energy relative to the best compared isomer or geometry (same formula, charge and spin) at 3.9305 eV. For the largest force on an atom, the calculation gives 1.31 eV/Å. Its HOMO energy is -0.3136 Ha.

Each line ends with the natural charge from an NBO analysis.
Geometry (Å):
C (0.387, -0.191, 2.341)  0.2612
C (-1.439, -3.115, 0.463)  -0.2873
C (-0.344, -1.666, -0.834)  0.1486
H (2.143, -0.096, -3.426)  0.2545
C (1.639, 0.752, -2.961)  -0.2588
H (0.729, 2.004, -0.836)  0.1995
H (2.311, 0.587, 1.796)  0.2231
C (-1.795, -1.837, 0.788)  0.2714
C (-1.317, 1.485, 2.712)  -0.2575
H (1.458, 1.997, -4.732)  0.1973
O (0.082, 2.568, -3.382)  -0.5235
C (0.812, 1.525, -3.991)  -0.0771
C (-0.773, 2.071, -2.381)  -0.0752
C (0.013, 1.315, -1.301)  -0.2598
H (-3.231, -0.429, 1.494)  0.1862
C (-0.403, 2.488, 2.431)  -0.2407
C (1.292, 0.824, 2.058)  -0.2979
C (-2.638, -1.271, 1.883)  -0.1067
H (-1.522, 1.395, -2.825)  0.1622
C (1.963, -1.930, 1.948)  -0.2509
H (-2.337, 1.724, 2.972)  0.2229
H (1.618, 2.924, 1.886)  0.2156
H (1.944, -3.018, 1.986)  0.2044
H (-0.659, 0.944, -0.535)  0.2484
O (-1.145, -0.958, -0.001)  -0.4123
N (0.758, 0.245, -1.924)  -0.4196
H (-1.278, 2.937, -1.950)  0.1963
H (0.002, -3.799, -1.098)  0.2462
H (2.376, 1.420, -2.503)  0.1941
H (-1.795, -4.013, 0.924)  0.2312
C (0.896, 2.151, 2.105)  -0.2042
O (-1.849, -0.840, 2.984)  -0.5143
C (0.587, -1.097, -1.820)  0.6258
H (-0.708, 3.522, 2.468)  0.2165
H (2.714, -1.556, 2.651)  0.1769
H (0.123, 0.831, -4.497)  0.1674
C (-0.937, 0.155, 2.676)  0.2928
H (2.218, -1.612, 0.932)  0.1820
O (0.668, -1.519, 2.311)  -0.4953
C (-0.506, -3.009, -0.586)  -0.2233
O (1.242, -1.870, -2.510)  -0.6352
H (-3.301, -2.038, 2.285)  0.2151

---

Entry 5:
Entry from the Open Molecules 2025 dataset: a structure of composition C47H66AlB2FN7O6 at a distorted geometry (ωB97M-V/def2-TZVPD).

The value obtained for the LUMO energy is 2.161 eV. For the largest force on an atom, the calculation gives 1.36 eV/Å. The total charge is -1. Its HOMO energy is -0.1867 Ha.

Each line ends with the Mulliken charge.
Geometry (Å):
N (-2.709, -0.512, 0.929)  1.0923
C (3.741, -1.648, 1.764)  0.2151
C (-2.234, -0.374, 6.386)  -0.7703
C (-10.313, 2.310, -2.991)  -0.2855
H (-11.346, 2.056, -3.192)  0.3639
B (-1.114, -4.304, -3.177)  0.7936
H (-1.113, 3.521, 2.296)  0.2338
H (1.335, 7.049, 2.239)  0.3843
H (-0.085, -2.463, 4.151)  0.6525
C (-0.887, 1.075, 5.086)  -0.3339
H (9.055, 4.013, -0.073)  0.3769
N (4.546, -4.781, -1.139)  -0.3587
C (-1.188, 2.097, -2.669)  -1.4483
C (8.813, 2.277, 2.808)  -0.0801
Al (-0.509, -2.629, -0.843)  -2.2465
C (-5.936, -1.077, -5.977)  -0.4778
C (0.166, -0.506, 3.330)  2.9717
C (-0.009, -4.065, -2.163)  -0.5211
C (-4.611, -1.468, -6.094)  -0.5682
H (-7.277, 0.945, -2.410)  0.6097
H (2.817, 1.541, 1.230)  -0.1624
N (-0.363, 5.569, -0.259)  -0.5784
O (-1.038, -3.721, -4.458)  -0.7012
H (5.010, -3.251, 1.118)  0.5400
C (0.145, 5.264, 2.465)  -0.4597
H (-1.981, -1.398, 6.086)  0.2319
H (-6.593, -1.050, -6.835)  0.3692
B (-2.207, 0.417, -0.086)  -0.8815
N (-5.657, -0.725, -3.622)  -0.2904
H (4.557, -2.557, -3.657)  0.4081
C (0.221, 0.079, 4.754)  -1.2304
H (-2.757, -4.772, -2.171)  0.3042
H (0.462, 2.072, 0.671)  -0.4963
H (-1.540, -0.075, 7.182)  0.3593
C (0.333, -0.216, -0.539)  1.9626
H (-4.383, -1.737, 1.273)  0.4463
H (-1.860, -3.160, 1.367)  0.5010
H (3.372, 2.751, 0.045)  0.3306
N (-7.655, 2.964, -2.472)  -0.4302
C (-6.403, -0.715, -4.725)  -0.1179
H (1.184, -0.487, 2.923)  -0.7090
H (-3.593, 1.820, -0.158)  0.1603
O (-2.262, -5.080, -2.925)  -0.6881
H (0.279, -4.940, -1.573)  0.2618
H (-0.603, 1.703, 5.945)  0.4964
H (-4.202, -1.758, -7.053)  0.4222
H (6.073, -6.572, -3.538)  0.3579
H (-1.151, -2.779, -4.387)  0.3268
H (8.791, 4.381, 2.384)  0.3534
C (-3.820, -1.478, -4.959)  -0.3273
H (-0.698, -4.406, 0.982)  0.8115
C (-0.833, -3.315, 1.015)  -0.6097
N (3.599, -0.488, 2.398)  -0.1770
H (0.344, 5.143, 3.523)  0.4155
C (-1.113, -0.036, -1.168)  2.6153
H (0.248, -0.724, 5.498)  0.4738
H (0.785, -3.556, 2.424)  0.6482
H (-3.258, -0.350, 6.767)  0.2665
H (5.698, -4.456, -4.816)  0.3734
H (-3.337, -2.282, -0.044)  0.0791
C (5.937, -0.533, 2.907)  -0.7046
H (-7.433, -0.396, -4.595)  0.2219
C (0.410, 6.427, 0.404)  -0.3824
C (-3.773, -1.402, 0.427)  -0.9180
H (1.157, 0.641, 4.870)  0.3393
O (0.867, -1.485, -0.748)  -0.4314
C (-0.885, 4.557, 0.433)  -0.4437
C (0.696, 6.321, 1.757)  -0.3302
H (-4.422, -0.921, -0.318)  0.1479
H (0.191, -0.100, 0.555)  -1.2957
O (-2.644, 1.738, -0.073)  0.0773
C (1.268, 2.167, -0.065)  0.4363
H (4.530, 1.000, 3.460)  0.3776
C (5.153, -5.786, -1.765)  -0.2692
C (-8.579, 3.905, -2.648)  -0.2260
H (2.839, -2.055, 1.316)  0.3507
H (0.878, -3.668, -2.667)  0.1986
C (4.679, 0.049, 2.958)  -0.2360
H (-3.791, -1.100, -2.837)  0.7608
H (0.823, 7.242, -0.182)  0.3765
H (-1.004, 1.747, 4.229)  -0.0630
C (-0.370, -1.940, 3.227)  -1.2034
C (4.747, -3.492, -3.148)  -0.7541
N (8.893, 1.023, 2.372)  -0.5045
C (9.097, 1.875, 0.144)  -0.4708
H (-1.504, 3.858, -0.119)  0.7469
H (0.904, -2.070, 1.506)  -1.3726
H (-1.466, -1.953, 3.198)  0.2094
C (-9.363, 1.319, -2.811)  -0.4540
C (5.586, -5.721, -3.081)  -0.4277
C (-1.335, 0.778, -2.437)  -0.5500
H (-4.220, 0.617, 1.954)  0.4915
C (9.013, 3.176, 0.612)  -0.1768
H (8.695, 2.401, 3.879)  0.3573
H (9.206, 1.664, -0.911)  0.3553
C (9.031, 0.838, 1.062)  -0.0929
O (-2.168, 0.510, 5.291)  -0.3378
F (1.633, 1.068, -2.172)  -0.5215
C (4.955, -2.312, 1.653)  -1.2504
H (1.034, 2.954, -0.781)  0.3533
H (9.085, -0.194, 0.732)  0.3588
H (2.427, 3.247, 1.474)  0.3707
H (-0.422, 0.174, 2.702)  -1.1316
C (2.552, 2.469, 0.714)  -1.0713
C (-4.383, -1.103, -3.748)  -0.2389
H (-2.551, 1.014, 2.395)  -0.0717
C (4.351, -3.659, -1.829)  0.1674
C (-0.661, 4.365, 1.790)  0.0144
H (-2.788, -1.771, -5.008)  0.1110
C (5.377, -4.546, -3.786)  -0.2244
C (1.413, 0.824, -0.805)  -0.4871
H (2.323, 0.326, -0.447)  0.2291
H (-8.229, 4.930, -2.577)  0.3492
H (-1.731, 0.190, -3.266)  0.0597
H (-0.469, 2.733, -2.169)  0.1909
H (7.043, -2.220, 2.163)  0.4573
H (3.851, -2.856, -1.298)  0.3660
C (-8.050, 1.694, -2.554)  -0.2889
O (-1.587, -1.371, -1.522)  0.6800
H (6.788, -0.051, 3.366)  0.4885
H (5.296, -6.690, -1.182)  0.3748
H (-1.788, 2.564, -3.448)  0.2970
C (0.194, -2.726, 2.017)  0.5200
C (-9.914, 3.635, -2.908)  -0.3520
C (-3.212, 0.196, 2.112)  -1.2069
H (-10.620, 4.444, -3.040)  0.3455
C (8.867, 3.384, 1.974)  -0.4593
H (-9.626, 0.271, -2.866)  0.3779
C (6.075, -1.739, 2.234)  -0.3133
H (-3.296, -0.513, 2.942)  0.4439

---

Entry 6:
Entry from the Open Molecules 2025 dataset: an isolated molecule of H2N2O3 at a distorted geometry (ωB97M-V/def2-TZVPD).

The value obtained for the LUMO energy is 0.158 eV. The structure (SMILES) is NO[N+](=O)[O-]. The calculation puts the energy relative to the best compared isomer or geometry (same formula, charge and spin) at 1.1456 eV. For the largest force on an atom, the calculation gives 4.19 eV/Å. Its HOMO energy is -0.3862 Ha.

Each line ends with the natural charge from an NBO analysis.
Geometry (Å):
H (1.310, 0.720, -0.168)  0.3794
O (-2.247, -0.295, 0.003)  -0.2866
O (-0.824, 1.337, 0.241)  -0.4084
O (-0.113, -0.799, -0.149)  -0.2380
N (-1.165, 0.153, 0.032)  0.7115
N (1.196, -0.319, -0.369)  -0.5153
H (1.842, -0.798, 0.410)  0.3574